Density functional theory data (the ωB97M-V functional and the def2-TZVPD basis) for C11H14O2Si in the gas phase in a non-equilibrium geometry.

Each atom is followed by the atoms it is bonded to, with distances in Å.
Geometry (Å):
1 C -1.931 1.644 -3.505  C2 1.475, H15 1.214, H16 1.021, H17 1.118
2 C -1.252 0.991 -2.371  C1 1.475, C3 1.204
3 C -1.091 0.292 -1.405  C2 1.204, Si4 1.956
4 Si -0.141 -0.918 -0.198  C3 1.956, O5 1.591, O7 1.619, C9 1.891
5 O 1.303 -1.409 -0.650  Si4 1.591, C6 1.411
6 C 1.891 -2.121 -1.718  O5 1.411, H18 1.028, H19 1.033, H20 1.048
7 O -1.149 -2.157 0.069  Si4 1.619, C8 1.445
8 C -2.542 -1.981 0.408  O7 1.445, H21 1.059, H22 1.059, H23 1.165
9 C 0.493 0.192 1.196  Si4 1.891, C10 1.395, C14 1.380
10 C 0.530 1.569 0.976  C9 1.395, C11 1.382, H24 1.096
11 C 1.114 2.392 1.920  C10 1.382, C12 1.388, H25 1.147
12 C 1.792 1.849 3.003  C11 1.388, C13 1.351, H26 1.117
13 C 1.748 0.512 3.185  C12 1.351, C14 1.372, H27 1.110
14 C 1.100 -0.332 2.319  C9 1.380, C13 1.372, H28 1.074
15 H -1.348 1.303 -4.514  C1 1.214
16 H -2.931 1.458 -3.412  C1 1.021
17 H -1.825 2.744 -3.337  C1 1.118
18 H 2.777 -1.693 -2.017  C6 1.028
19 H 1.274 -2.194 -2.543  C6 1.033
20 H 2.072 -3.041 -1.252  C6 1.048
21 H -2.657 -1.272 1.187  C8 1.059
22 H -2.958 -2.905 0.719  C8 1.059
23 H -3.151 -1.527 -0.475  C8 1.165
24 H 0.132 1.916 0.016  C10 1.096
25 H 1.101 3.537 1.984  C11 1.147
26 H 2.106 2.436 3.901  C12 1.117
27 H 2.292 0.103 4.062  C13 1.110
28 H 1.249 -1.388 2.450  C14 1.074

Computed properties:
Gap between HOMO and LUMO   9.8841 eV
Structure (SMILES)   CC#C[Si](OC)(OC)c1ccccc1
Max |F|   5.2 eV/A
LUMO energy   0.8 eV
Highest occupied orbital energy   -9.12 eV